(1)
Formula: CH4IOPS
Source: the OMol25 dataset
Level of theory: ωB97M-V with the def2-TZVPD basis set

LUMO energy (alpha / beta), eV: -2.31 / -3.29
Strongest force on any atom, hartree/bohr: 0.076
Energy relative to the best compared isomer or geometry (same formula, charge and spin), eV: 2.8978
Frontier orbital gap (alpha / beta), Eh: 0.2555 / 0.2067

Last column: Löwdin charge in e.
Positions of all 9 atoms, in Å:
C: 0.83 0.69 -0.33  -0.343
O: -1.15 -1.30 -0.26  -0.385
P: -0.92 0.32 -0.60  0.452
S: -1.27 0.35 -2.68  0.119
I: -4.86 -0.94 -0.91  0.093
H: 1.32 -0.18 0.18  0.052
H: 1.24 1.04 -1.38  0.066
H: 0.95 1.52 0.41  0.041
H: -1.79 -1.58 -0.85  -0.094



(2)
Formula: C6H9N3
Source: the OMol25 dataset
Level of theory: ωB97M-V with the def2-TZVPD basis set

SMILES string: CN(C)C(C)(C#N)C#N
LUMO energy, eV: 0.55
Strongest force on any atom, hartree/bohr: 0.098
Energy relative to the best compared isomer or geometry (same formula, charge and spin), eV: 2.7940
Frontier orbital gap, Eh: 0.3941

Last column: Löwdin charge in e.
Positions of all 18 atoms, in Å:
C: -2.28 -1.00 0.03  -0.195
C: -1.90 1.55 -0.24  -0.115
C: -0.98 -0.08 1.92  0.009
C: 1.17 0.47 -0.19  -0.108
C: 0.00 -0.59 -1.76  -0.050
C: -1.20 -0.07 0.34  -0.354
N: -3.09 -1.82 -0.05  0.200
N: -2.36 2.39 -0.86  0.080
N: 0.03 -0.34 -0.33  -0.184
H: -1.02 -1.12 2.23  0.092
H: 0.08 0.20 2.09  0.075
H: -1.63 0.65 2.36  0.077
H: 2.08 0.06 -0.44  0.070
H: 1.20 1.40 -0.83  0.122
H: 1.46 0.84 0.76  0.067
H: -0.77 -1.27 -1.92  0.078
H: -0.05 0.21 -2.39  0.076
H: 0.82 -1.12 -1.97  0.060



(3)
Formula: C7H29NO7
Source: the OMol25 dataset
Level of theory: ωB97M-V with the def2-TZVPD basis set

SMILES string: CCN1CCC[C@@H]1C.O.O.O.O.O.O.O
LUMO energy, eV: 0.28
Strongest force on any atom, hartree/bohr: 0.045
Energy relative to the best compared isomer or geometry (same formula, charge and spin), eV: 2.2234
Frontier orbital gap, Eh: 0.3230

Last column: Löwdin charge in e.
Positions of all 44 atoms, in Å:
C: -1.78 1.05 3.12  -0.080
C: -0.95 -0.05 2.44  -0.208
N: -1.10 -0.09 0.98  -0.160
C: -2.44 -0.55 0.54  -0.169
C: -3.16 0.66 -0.10  -0.157
C: -2.05 1.66 -0.42  -0.128
C: -0.75 1.11 0.22  -0.320
C: 0.30 0.87 -0.88  -0.021
H: -2.84 0.84 3.01  0.066
H: -1.58 2.09 2.90  0.070
H: -1.66 0.92 4.20  0.073
H: 0.12 0.18 2.49  0.107
H: -1.26 -1.00 2.86  0.118
H: -3.01 -0.86 1.42  0.107
H: -2.52 -1.47 -0.03  0.086
H: -3.58 0.34 -1.05  0.082
H: -4.04 1.07 0.39  0.104
H: -1.99 1.66 -1.50  0.097
H: -2.21 2.68 -0.08  0.111
H: -0.44 1.89 0.92  0.129
H: 0.08 1.37 -1.83  0.089
H: 0.25 -0.17 -1.20  0.058
H: 1.31 1.18 -0.66  0.022
H: 2.52 3.86 -0.72  0.056
H: 2.30 2.31 -1.04  0.001
O: 2.84 2.96 -0.59  -0.037
H: -2.62 -2.34 -2.12  0.050
H: -1.67 -1.15 -2.22  0.004
O: -2.59 -1.41 -2.32  -0.051
H: 2.94 0.19 0.35  0.020
H: 3.04 -0.35 1.83  0.038
O: 2.81 -0.57 0.93  -0.038
H: 0.39 -3.08 0.18  0.042
H: 0.23 -1.42 -0.14  -0.014
O: 0.75 -2.22 -0.02  -0.060
H: -0.69 -1.99 -4.33  0.036
H: 0.52 -1.11 -4.45  0.038
O: -0.12 -1.43 -3.82  -0.037
H: 3.29 -2.68 -0.52  0.004
H: 2.20 -3.25 -1.44  0.000
O: 3.15 -3.20 -1.32  -0.074
H: 2.24 1.41 2.02  -0.007
H: 3.08 2.44 1.55  0.002
O: 2.94 1.96 2.37  -0.051



(4)
Formula: C2HNO3S
Source: the OMol25 dataset
Level of theory: ωB97M-V with the def2-TZVPD basis set

SMILES string: O=c1[nH]c1=O.O=S
LUMO energy (alpha / beta), eV: -2.49 / -2.48
Strongest force on any atom, hartree/bohr: 0.051
Energy relative to the best compared isomer or geometry (same formula, charge and spin), eV: 3.9143
Frontier orbital gap (alpha / beta), Eh: 0.2829 / 0.2834

Last column: Löwdin charge in e.
Positions of all 8 atoms, in Å:
C: 1.73 0.08 0.16  -0.330
C: 0.68 -0.88 -0.11  -0.367
N: 0.39 0.47 -0.04  0.233
O: 2.75 0.64 0.40  0.131
O: -2.21 0.87 -0.17  -0.703
O: 0.17 -1.94 -0.38  0.077
S: -3.01 -0.35 0.13  0.820
H: -0.51 1.11 0.01  0.138



(5)
Formula: C6H9N3
Source: the OMol25 dataset
Level of theory: ωB97M-V with the def2-TZVPD basis set

LUMO energy, eV: 0.48
Strongest force on any atom, hartree/bohr: 0.202
Energy relative to the best compared isomer or geometry (same formula, charge and spin), eV: 6.0115
Frontier orbital gap, Eh: 0.3694

Last column: Löwdin charge in e.
Positions of all 18 atoms, in Å:
C: -0.09 0.02 -1.81  -0.033
C: 0.08 0.30 -0.29  -0.524
C: -1.16 0.80 0.09  -0.105
C: -0.76 -0.54 0.55  -0.213
C: -1.45 -1.82 0.08  -0.160
C: 1.25 0.86 0.46  -0.341
H: 0.23 -1.27 -2.21  0.198
H: -1.30 0.06 -1.97  0.093
H: 0.08 1.13 -2.15  0.105
H: -1.81 0.36 -0.85  0.132
H: -1.31 1.79 0.48  0.132
H: -0.24 -0.74 1.58  0.178
H: 0.86 2.37 -0.71  0.138
H: 2.31 2.66 0.34  0.026
H: 1.87 -0.68 1.31  -0.069
N: -1.90 -2.88 -0.03  0.141
N: 1.54 2.21 0.13  0.151
N: 2.09 0.18 1.28  0.151



(6)
Formula: C17H31AgN2O8
Source: the OMol25 dataset
Level of theory: ωB97M-V with the def2-TZVPD basis set

2S+1: 2
LUMO energy (alpha / beta), eV: -5.97 / -7.42
Strongest force on any atom, hartree/bohr: 0.085
Frontier orbital gap (alpha / beta), Eh: 0.1131 / 0.0599
Charge: +1

Last column: Löwdin charge in e.
Positions of all 59 atoms, in Å:
Ag: 3.34 1.01 7.17  0.868
N: 0.56 3.25 3.64  -0.703
O: 1.59 3.51 4.25  -0.064
O: 0.27 2.06 3.64  -0.094
O: -0.11 4.03 2.99  -0.006
C: 2.33 -4.59 -0.27  -0.013
C: 1.69 -3.58 -1.32  -0.405
C: 2.01 -4.15 -2.73  -0.139
C: 1.20 -3.56 -3.81  -0.197
C: -0.28 -3.72 -3.60  -0.123
C: -0.73 -3.19 -2.22  -0.431
N: 0.18 -3.71 -1.17  0.125
O: -0.22 -3.41 0.13  0.092
C: -0.76 -1.59 -2.23  0.052
C: -2.13 -3.77 -1.96  -0.007
C: 2.45 -2.26 -1.04  -0.005
H: 1.90 -5.59 -0.34  0.090
H: 2.12 -4.20 0.73  0.085
H: 3.38 -4.82 -0.42  0.101
H: 3.03 -3.81 -2.87  0.135
H: 1.84 -5.23 -2.80  0.140
H: 1.51 -4.04 -4.74  0.132
H: 1.52 -2.54 -4.02  0.126
H: -0.66 -4.72 -3.83  0.130
H: -0.87 -3.11 -4.28  0.131
H: -1.38 -1.19 -1.43  0.099
H: 0.26 -1.27 -2.06  0.066
H: -1.23 -1.24 -3.15  0.110
H: -2.36 -3.74 -0.89  0.087
H: -2.91 -3.15 -2.40  0.105
H: -2.22 -4.82 -2.26  0.097
H: 2.14 -1.74 -0.13  0.099
H: 2.23 -1.49 -1.79  0.075
H: 3.53 -2.35 -1.15  0.112
H: -0.07 -2.46 0.19  0.129
O: -8.56 1.08 4.76  0.077
C: -7.76 1.46 3.89  -0.412
O: -6.71 2.31 4.14  0.011
C: -6.04 2.65 2.93  -0.159
C: -6.98 2.18 1.82  -0.189
C: -7.76 1.05 2.42  -0.080
H: -5.13 2.05 2.90  0.126
H: -5.87 3.73 2.95  0.133
H: -6.42 1.92 0.92  0.111
H: -7.63 2.97 1.45  0.117
H: -7.11 0.18 2.36  0.132
H: -8.78 1.01 2.04  0.133
O: 5.66 7.35 1.81  0.092
C: 5.53 6.30 1.17  -0.395
O: 6.33 5.22 1.27  0.030
C: 5.96 4.22 0.39  -0.200
C: 4.73 4.69 -0.40  -0.172
C: 4.33 6.01 0.16  -0.065
H: 5.60 3.32 0.88  0.113
H: 6.93 3.92 -0.01  0.129
H: 3.99 3.89 -0.41  0.111
H: 4.98 4.89 -1.44  0.111
H: 3.40 5.97 0.72  0.125
H: 4.16 6.81 -0.56  0.121



(7)
Formula: C3H13N2O
Source: the OMol25 dataset
Level of theory: ωB97M-V with the def2-TZVPD basis set

LUMO energy, eV: -3.02
Strongest force on any atom, hartree/bohr: 0.094
Energy relative to the best compared isomer or geometry (same formula, charge and spin), eV: 1.5798
Frontier orbital gap, Eh: 0.3842
Charge: +1

Last column: Löwdin charge in e.
Positions of all 19 atoms, in Å:
C: -0.54 -0.44 1.42  -0.123
C: 1.07 -0.47 1.06  -0.126
C: 1.42 -1.38 -0.21  -0.281
N: 1.30 -0.50 -1.35  -0.067
N: -1.27 -0.18 0.14  0.112
H: -0.78 -1.44 1.66  0.096
H: -0.72 0.33 2.14  0.117
H: 1.79 -0.81 1.81  0.105
H: 1.32 0.68 0.90  0.136
H: 0.68 -2.31 -0.29  0.156
H: 2.42 -1.78 -0.20  0.097
H: 1.51 -0.97 -2.26  0.104
H: -0.48 -0.44 -0.59  0.122
H: 1.79 0.43 -1.24  0.119
H: -2.16 -0.71 -0.07  0.192
H: -1.37 0.88 -0.02  0.090
H: -2.18 3.17 -0.57  0.113
H: -0.98 2.77 -1.34  0.139
O: -1.60 2.34 -0.63  -0.099



(8)
Formula: C3H5NO2S
Source: the OMol25 dataset
Level of theory: ωB97M-V with the def2-TZVPD basis set

SMILES string: O=C1OCCN1S
LUMO energy, eV: 0.67
Strongest force on any atom, hartree/bohr: 0.136
Energy relative to the best compared isomer or geometry (same formula, charge and spin), eV: 1.0332
Frontier orbital gap, Eh: 0.3808

Last column: Löwdin charge in e.
Positions of all 12 atoms, in Å:
C: 1.18 0.86 0.20  -0.600
C: -0.78 -0.57 0.21  -0.166
C: -1.14 0.90 0.19  -0.145
N: 0.64 -0.41 -0.19  -0.454
O: 2.29 1.13 0.22  0.180
O: 0.05 1.58 0.44  0.022
S: 1.52 -1.87 -0.22  0.827
H: -0.71 -1.08 1.09  0.075
H: -1.28 -1.15 -0.61  0.134
H: -1.43 1.31 -0.76  0.125
H: -1.77 1.26 0.99  0.127
H: 1.44 -1.96 -1.56  -0.124